1.
DFT (ωB97M-V with the def2-TZVPD basis set) results for a molecular structure, C28H70CrCuN6O16 at a distorted geometry.

Computed properties:
<S²> = 8.9228
multiplicity = 6
gap between HOMO and LUMO (alpha / beta) = 6.75 / 6.90 eV
HOMO (alpha / beta) = -0.29958 / -0.29963 hartree

XYZ file:
```
122
Properties=species:S:1:pos:R:3:lowdin_spin:R:1
Cr 0.46575 -1.67097 -1.79896 3.0499
Cu 1.70271 0.41506 3.62125 0.0000
C 0.82242 -0.83204 0.63214 0.0038
O 0.15429 -0.30139 -0.28251 -0.0465
O 1.23689 -1.86162 0.10692 -0.0778
O 1.27587 -0.37161 1.70721 -0.0061
C -1.91426 -2.54755 -2.79717 0.0182
O -2.41262 -1.48240 -3.28701 0.6259
O -1.39166 -2.39832 -1.71613 -0.0551
O -0.90712 -2.24889 -3.40383 0.4078
C 1.53554 -0.05678 -3.72314 0.0126
O 2.03753 -0.82293 -2.90247 0.0368
O 1.15164 -0.59987 -4.75879 0.4811
O 0.44026 0.11591 -3.19212 0.5286
C 4.71141 -1.98751 -1.25513 -0.0001
O 4.59026 -2.04234 -2.68473 -0.0002
H 3.86113 -1.42747 -0.86592 -0.0001
H 4.81142 -2.97056 -0.79502 0.0000
H 5.60995 -1.45376 -0.94556 0.0000
H 3.90735 -1.38845 -2.85108 -0.0005
C -1.99331 2.83901 3.74821 0.0000
C -0.88605 1.86870 4.18749 0.0000
C -1.20608 0.30816 3.91457 0.0001
O -0.14829 -0.45568 4.46624 0.0001
C -0.42082 -1.87556 4.54864 0.0000
N 0.28362 2.15196 3.35133 -0.0001
H -2.19191 2.73917 2.68112 0.0000
H -1.69190 3.85792 3.99124 0.0000
H -2.80660 2.57318 4.42349 0.0000
H -0.67057 1.91663 5.25490 0.0000
H -1.24057 0.10284 2.84464 0.0000
H -2.17560 0.02747 4.32607 0.0000
H 0.28179 -2.45527 5.14728 0.0000
H -0.32326 -2.16341 3.50187 0.0000
H -1.39850 -2.09869 4.97580 0.0000
H 0.02002 2.19923 2.37748 0.0000
H 0.45891 3.10595 3.63290 0.0000
C 4.89294 0.40037 1.66104 0.0000
C 4.89463 1.54475 2.59193 0.0000
C 5.48481 2.81314 2.03355 0.0000
O 4.83304 3.21830 0.81358 0.0000
C 5.64424 4.19083 0.07114 0.0000
N 3.50502 1.74420 3.00936 0.0000
H 5.80314 0.23702 1.08402 0.0000
H 4.03979 0.50029 0.99003 0.0000
H 4.67066 -0.48313 2.25947 0.0000
H 5.51817 1.24659 3.43478 0.0000
H 6.55894 2.66784 1.91851 0.0000
H 5.27331 3.66788 2.67603 0.0000
H 4.99987 4.78922 -0.57293 0.0000
H 6.35312 3.67950 -0.58011 0.0000
H 6.30198 4.72076 0.76008 0.0000
H 3.42533 2.72076 3.25446 0.0000
H 2.97105 1.83155 2.15651 0.0000
C -5.64116 4.25958 -3.24016 0.0000
C -4.88425 2.94353 -3.15785 0.0000
C -4.44094 2.42728 -1.80591 0.0000
O -3.65119 1.25745 -1.84695 0.0011
C -3.18540 0.97113 -0.53263 -0.0003
N -5.53536 1.82191 -3.85906 0.0000
H -5.64134 4.76150 -4.20772 0.0000
H -5.24825 5.02116 -2.56656 0.0000
H -6.70325 4.03230 -3.14842 0.0000
H -4.01420 3.10581 -3.79408 0.0000
H -5.31396 2.24118 -1.18037 0.0000
H -3.83125 3.20128 -1.33977 0.0000
H -3.83386 0.48483 0.19613 0.0000
H -2.59010 1.79264 -0.13408 0.0000
H -2.50452 0.16661 -0.81056 -0.0003
H -5.80264 2.21298 -4.75110 0.0000
H -6.38756 1.71936 -3.32676 0.0000
C 0.20803 -5.65975 -2.60172 0.0021
C 1.24431 -4.92714 -1.74110 0.0012
C 2.56408 -5.74183 -1.47989 -0.0001
O 3.59206 -5.07903 -0.65590 0.0002
C 3.27579 -4.95818 0.74643 -0.0001
N 1.61883 -3.66448 -2.32590 0.0139
H -0.64295 -5.04258 -2.88988 0.0019
H -0.19881 -6.47940 -2.00948 0.0001
H 0.70084 -6.08113 -3.47789 0.0000
H 0.91353 -4.60571 -0.75350 0.0003
H 3.17550 -5.69576 -2.38108 0.0001
H 2.40000 -6.73349 -1.05824 0.0000
H 2.50663 -4.20945 0.93587 -0.0002
H 4.19994 -4.79247 1.30013 0.0000
H 2.89832 -5.90926 1.12202 0.0000
H 2.52800 -3.56386 -1.89765 0.0009
H 1.88861 -3.96255 -3.25243 0.0015
C 2.34117 3.38523 -1.46844 0.0002
C 1.34983 3.63526 -0.35985 0.0000
C -0.12909 3.84738 -0.83842 0.0001
O -0.26592 5.07353 -1.56831 0.0000
C -1.15499 5.03491 -2.67987 0.0000
N 1.38308 2.37859 0.24973 0.0000
H 1.81148 2.97952 -2.33037 0.0002
H 3.21018 2.78122 -1.20750 0.0000
H 2.73816 4.34650 -1.79474 0.0000
H 1.83595 4.44370 0.18624 0.0000
H -0.84316 3.90216 -0.01671 0.0000
H -0.39838 2.96607 -1.42055 0.0001
H -0.70903 4.31548 -3.36663 0.0000
H -1.11769 5.89931 -3.34283 0.0000
H -2.14455 4.66693 -2.40883 0.0000
H 2.26132 1.93037 0.03088 0.0000
H 0.62328 1.75540 0.01640 -0.0003
C -1.65007 -3.67147 1.22726 -0.0001
C -2.81421 -2.63025 1.24662 -0.0001
C -4.04939 -2.86937 0.26742 -0.0006
O -4.95559 -1.66832 0.50614 0.0000
C -6.11692 -1.93776 1.17740 0.0000
N -3.33627 -2.56636 2.62841 0.0000
H -2.19641 -4.56875 0.93660 0.0000
H -1.19792 -3.78194 2.21289 0.0000
H -0.89765 -3.60470 0.44145 0.0001
H -2.42189 -1.69329 0.85129 -0.0001
H -4.56496 -3.82226 0.38696 0.0000
H -3.64706 -2.91943 -0.74437 -0.0002
H -6.01100 -2.40072 2.15850 0.0000
H -6.81721 -2.49140 0.55195 0.0000
H -6.68091 -1.02517 1.37025 0.0000
H -3.97407 -1.78470 2.58016 0.0000
H -3.87379 -3.41808 2.70426 0.0000
```


2.
DFT (ωB97M-V with the def2-TZVPD basis set) results for 3 unconnected molecules or ions with the total composition C28H71ClN7O6P4 at a distorted geometry.

Computed properties:
gap between HOMO and LUMO = 7.06 eV
HOMO = -0.35657 hartree
total charge = +1

XYZ file:
```
117
Properties=species:S:1:pos:R:3:mulliken_charge:R:1
C -1.96139 -6.22875 -1.05466 -1.2849
C -2.67677 -4.92755 -0.69719 -0.1334
O -2.68174 -4.06266 -1.82557 -0.3936
C -3.62055 -3.03667 -1.71816 -0.8543
C -3.41404 -2.17163 -0.46302 -1.0046
P -4.00201 -0.43390 -0.59419 0.6648
C -5.65796 -0.26519 0.17961 -1.0461
C -6.52273 -1.54954 0.18176 -0.5232
C -7.97602 -1.26870 -0.24398 -1.2639
C -8.11402 -0.91000 -1.71040 -0.3266
O -7.73034 0.42650 -1.94101 -0.2764
C -8.08080 0.85816 -3.25151 -0.8738
C -2.87183 0.57240 0.42587 -1.0330
C -1.69786 1.24626 -0.32882 -0.4055
C -0.33525 0.90818 0.36310 -0.1444
C 0.75072 0.68411 -0.70082 -0.8606
N 0.87204 -0.72777 -1.06986 0.7936
C 2.19271 -1.30627 -0.73381 -1.0576
C 0.58080 -1.01239 -2.44206 0.2999
C 0.99226 -0.08859 -3.58206 -1.2446
O 0.02413 -2.06392 -2.71509 -0.5311
P -4.20438 0.31095 -2.67563 0.1626
O -5.33243 -0.65952 -3.33663 -0.3252
Cl -2.48790 -0.16052 -3.69445 -0.1115
H -2.64512 -6.98340 -1.42769 0.3148
H -1.15976 -6.01057 -1.75790 0.3222
H -1.47383 -6.57569 -0.14345 0.3637
H -2.15194 -4.47899 0.15099 0.2344
H -3.71323 -5.15436 -0.41388 0.3286
H -4.63617 -3.47176 -1.68916 0.2934
H -3.55083 -2.47865 -2.65130 0.4436
H -2.34588 -2.11840 -0.23394 0.8362
H -3.92738 -2.59507 0.40257 0.7566
H -6.18657 0.60831 -0.20116 0.6676
H -5.42126 -0.03303 1.22143 0.5747
H -6.59320 -1.91451 1.20638 0.4141
H -6.12632 -2.36208 -0.42903 0.1775
H -8.54331 -2.18444 -0.06988 0.4302
H -8.42024 -0.48800 0.37374 0.3645
H -7.58594 -1.64360 -2.33834 0.2643
H -9.17759 -0.99665 -1.97128 0.5014
H -9.03896 1.37850 -3.21672 0.3079
H -7.33030 1.58765 -3.55796 0.2688
H -8.05653 0.05192 -3.98366 0.3901
H -2.48066 -0.10150 1.18985 0.5347
H -3.46286 1.32583 0.94636 0.6361
H -1.84077 2.32306 -0.29648 0.4328
H -1.60253 0.93476 -1.36781 -0.0419
H -0.42723 0.04656 1.02028 -0.3097
H -0.07658 1.80256 0.93026 0.4347
H 1.69077 0.99191 -0.23643 0.3843
H 0.54784 1.36976 -1.52088 0.1288
H 2.21446 -1.68202 0.29245 0.1529
H 2.99530 -0.59620 -0.94864 0.3705
H 2.33560 -2.17676 -1.37492 0.4249
H 2.07463 -0.01919 -3.67171 0.3636
H 0.54470 -0.48157 -4.48960 0.3995
H 0.55346 0.90036 -3.44462 0.3552
H -5.44763 -1.48464 -2.84780 0.2901
O 2.23275 3.92225 -1.29895 -0.7193
P 3.19407 5.01596 -1.69931 0.6172
N 2.37962 5.68370 -3.06012 0.2937
C 2.32511 5.06341 -4.36971 -0.9776
C 1.13272 6.35468 -2.70604 -1.0987
N 4.57517 3.98916 -2.01440 0.1740
C 4.96191 3.54930 -3.33954 -1.0671
C 4.70472 2.86947 -1.08237 -1.1770
N 4.20288 6.38712 -1.58422 0.0406
C 4.61098 7.27135 -2.65482 -0.7747
C 5.05760 6.44351 -0.40123 -1.0855
H 1.91795 5.77353 -5.09168 0.3866
H 1.71949 4.14556 -4.38798 0.2326
H 3.31621 4.82890 -4.75076 0.3042
H 1.34649 7.28406 -2.16629 0.2940
H 0.49365 5.73042 -2.06987 0.2053
H 0.56167 6.62374 -3.59280 0.4219
H 4.17959 2.95716 -3.83614 0.3306
H 5.86166 2.93427 -3.27770 0.3615
H 5.24157 4.38846 -3.97911 0.2798
H 4.06477 2.02012 -1.36224 0.3360
H 4.43481 3.16879 -0.07013 0.2907
H 5.74133 2.52750 -1.05294 0.4208
H 5.13123 6.74212 -3.45850 0.2113
H 5.29335 8.03035 -2.26890 0.3767
H 3.77027 7.81504 -3.08111 0.2495
H 6.04534 6.01401 -0.60197 0.3530
H 4.60864 5.89246 0.42733 0.3389
H 5.18597 7.47227 -0.05925 0.3876
O 3.11291 -2.28733 2.66621 -0.9467
P 2.54892 -3.01604 3.87956 0.8514
N 1.67384 -1.64612 4.48823 0.3554
C 2.28586 -0.48598 5.10893 -1.1268
C 0.52701 -1.29454 3.66636 -1.2640
N 4.07110 -3.39406 4.63579 0.1929
C 4.71301 -2.54459 5.61874 -1.0584
C 5.08180 -3.89889 3.70328 -1.0675
N 1.68857 -3.95343 5.03800 -0.0123
C 1.14330 -3.52199 6.30879 -0.7432
C 1.87562 -5.39964 4.93664 -1.0778
H 1.51108 0.13156 5.56888 0.3559
H 2.86236 0.12732 4.40333 0.3109
H 2.93615 -0.76297 5.93491 0.3567
H -0.25758 -2.05630 3.77072 0.3105
H 0.78934 -1.21785 2.60238 0.1810
H 0.09370 -0.34287 3.97394 0.4723
H 4.94898 -1.54632 5.22664 0.3596
H 5.64446 -3.00532 5.95182 0.3784
H 4.11147 -2.44625 6.52420 0.2224
H 5.59548 -3.08864 3.17077 0.3290
H 4.63292 -4.55473 2.95735 0.3221
H 5.82642 -4.48643 4.24391 0.3677
H 1.90684 -3.10152 6.96890 0.2036
H 0.69518 -4.37151 6.82823 0.3656
H 0.34574 -2.79242 6.18829 0.2267
H 2.68326 -5.74398 5.59156 0.3510
H 2.12188 -5.68707 3.91293 0.3469
H 0.96006 -5.93388 5.19995 0.3927
```


> What is the formula in the second record?

C28H71ClN7O6P4